Entry 1:
The following is a DFT calculation (the ωB97M-V functional and the def2-TZVPD basis) of 2 unconnected molecules or ions with the total composition C6H13NO.

## Properties
- energy above the lowest of the compared OMol25 structures with the same formula, charge and spin (kJ/mol) = 195.47
- max |F| (eV/Å) = 0.641
- SMILES = C/C=C/O.C=C(C)N

ORCA input file:
```
! wB97M-V def2-TZVPD RIJCOSX def2/J DEFGRID3
* xyz 0 1
C -1.50 -2.34 -1.46
C -1.01 -0.92 -1.35
C -1.75 0.09 -0.89
N 0.35 -0.78 -1.68
H -0.81 -3.00 -0.95
H -1.51 -2.65 -2.51
H -2.48 -2.45 -1.03
H -1.28 1.06 -0.78
H -2.81 0.03 -0.73
H 0.53 -1.10 -2.63
H 0.68 0.17 -1.60
C 2.58 0.82 1.34
C 1.34 1.67 1.39
C 0.20 1.23 1.90
O -0.92 2.03 1.94
H 3.36 1.21 1.99
H 2.35 -0.20 1.67
H 2.98 0.78 0.33
H 1.34 2.66 0.95
H 0.07 0.24 2.32
H -1.69 1.46 1.78
*
```

List of Löwdin charges in e, atom by atom: -0.06, -0.48, 0.01, 0.07, 0.08, 0.08, 0.07, 0.05, 0.05, 0.09, 0.08, -0.11, -0.16, -0.23, -0.03, 0.07, 0.07, 0.06, 0.11, 0.12, 0.08

Entry 2:
The following is a DFT calculation (the ωB97M-V functional and the def2-TZVPD basis) of 2 unconnected molecules or ions with the total composition C6H13NO at a distorted geometry.

## Properties
- energy above the lowest of the compared OMol25 structures with the same formula, charge and spin (kJ/mol) = 171.17
- max |F| (eV/Å) = 1.434
- SMILES = C/C=C(N)/C=C/C.O

ORCA input file:
```
! wB97M-V def2-TZVPD RIJCOSX def2/J DEFGRID3
* xyz 0 1
C 0.57 -1.54 2.18
N 1.12 0.80 0.44
C -0.10 0.14 0.44
C -0.40 -0.90 1.22
C -2.11 2.25 -2.10
C -1.08 1.40 -1.46
C -1.21 0.83 -0.27
H 0.64 -2.62 2.04
H 0.37 -1.27 3.21
H 1.58 -1.21 1.95
H 1.22 1.44 -0.33
H 1.96 0.29 0.64
H -1.40 -1.28 1.24
H -2.01 2.40 -3.17
H -2.14 3.28 -1.72
H -3.13 1.88 -1.93
H -0.16 1.33 -2.03
H -2.16 0.86 0.25
H 3.54 -3.01 -0.32
H 2.07 -2.74 0.06
O 2.84 -2.35 -0.35
*
```

List of Löwdin charges in e, atom by atom: -0.11, 0.11, -0.37, -0.14, -0.12, -0.17, -0.07, 0.06, 0.07, 0.05, 0.07, 0.07, 0.09, 0.06, 0.08, 0.08, 0.10, 0.12, 0.04, 0.02, -0.06

Entry 3:
The following is a DFT calculation (the ωB97M-V functional and the def2-TZVPD basis) of 2 unconnected molecules or ions with the total composition C6H13NO at a distorted geometry.

## Properties
- energy above the lowest of the compared OMol25 structures with the same formula, charge and spin (kJ/mol) = 243.86
- max |F| (eV/Å) = 2.544
- SMILES = C=C/C(=C\N)CC.O

ORCA input file:
```
! wB97M-V def2-TZVPD RIJCOSX def2/J DEFGRID3
* xyz 0 1
C -0.84 1.04 0.34
C -1.29 -0.45 0.37
N 1.10 -2.61 2.36
C 0.29 -1.52 2.01
C -0.14 -1.35 0.76
C 0.43 -2.20 -0.35
C 1.28 -1.66 -1.20
H -1.57 1.77 0.71
H -0.69 1.37 -0.69
H 0.10 1.29 0.83
H -1.73 -0.71 -0.59
H -2.02 -0.44 1.18
H 1.30 -2.77 3.33
H 0.88 -3.45 1.86
H -0.01 -0.89 2.85
H 0.15 -3.23 -0.33
H 1.63 -2.16 -2.11
H 1.59 -0.63 -1.18
H -0.10 6.59 -4.07
H -0.04 5.57 -2.93
O -0.33 6.45 -3.15
*
```

List of Löwdin charges in e, atom by atom: -0.11, -0.19, 0.04, -0.16, -0.29, -0.15, 0.02, 0.06, 0.06, 0.06, 0.10, 0.10, 0.07, 0.07, 0.12, 0.09, 0.05, 0.06, 0.03, 0.03, -0.06

LUMO (Eh)
0.0347, 0.0313, 0.0312
Kohn-Sham gap (eV)
9.5, 8.5, 8.6